Molecular formula: C14H24LuN4O5
Method: DFT, ωB97M-V/def2-TZVPD

Summary:
**Kohn-Sham gap**: 3.33 eV
**Calculated total energy**: -2378.278665 Eh
**F_max**: 0.08682 Eh/bohr
**Lowest unoccupied orbital energy**: -5.193 eV
**Net charge**: +1
**Energy relative to the best compared isomer or geometry (same formula, charge and spin)**: 0.0 kcal per mole

Last column: natural (NBO) charge in e.
CARTESIAN COORDINATES (ANGSTROEM)
O (-0.59398, 3.68392, 0.65464)  -1.357
H (0.36141, 3.97493, 0.65524)  0.423
Lu (0.19480, -0.12265, -0.32593)  1.975
N (-0.94525, -0.68230, -2.23363)  -0.217
N (1.30785, -1.78775, -1.45147)  -0.252
O (-2.22505, -0.22291, -2.62600)  -0.519
O (2.63458, -2.21681, -1.20717)  -0.509
C (-0.36645, -1.53666, -3.10159)  0.248
C (0.87716, -2.13018, -2.68156)  0.264
C (-0.99440, -1.87591, -4.40040)  -0.691
C (1.72018, -2.99682, -3.53741)  -0.696
H (-1.76903, -1.13732, -4.65337)  0.280
H (-1.42488, -2.89025, -4.32180)  0.260
H (-0.21086, -1.89981, -5.17461)  0.255
H (2.47204, -3.50031, -2.91117)  0.277
H (2.22102, -2.38316, -4.31296)  0.277
H (1.06896, -3.72902, -4.04326)  0.254
H (-2.37028, 0.64555, -2.19833)  0.520
H (2.88752, -1.84171, -0.34300)  0.494
O (-0.79542, -2.15858, 0.22064)  -0.937
H (-1.74052, -2.35284, -0.03528)  0.522
H (-0.24874, -2.85110, -0.25208)  0.517
C (1.44904, 1.52161, -1.14718)  -1.360
H (1.34500, 2.61127, -1.12636)  0.292
H (1.45215, 1.18894, -2.20782)  0.200
H (2.41758, 1.23549, -0.68725)  0.214
O (-2.42478, 2.84258, -1.31554)  -0.993
H (-2.35650, 3.73470, -0.88910)  0.545
H (-1.85507, 2.93355, -2.11131)  0.482
N (-1.56498, 0.95591, 0.63419)  -0.996
C (-1.18313, 1.09183, 2.02286)  0.130
C (-2.00305, 1.87164, 2.80281)  -0.110
C (-1.66463, 2.08932, 4.14337)  -0.170
C (-0.52310, 1.53919, 4.69981)  -0.166
C (0.34759, 0.72677, 3.93085)  -0.098
C (1.51246, 0.12847, 4.45058)  -0.064
C (2.30194, -0.67831, 3.65992)  -0.272
C (1.95959, -0.86608, 2.32537)  0.095
N (0.88091, -0.24465, 1.79547)  -0.625
C (0.01956, 0.51635, 2.55443)  0.232
H (-2.49920, 0.54824, 0.55325)  0.394
H (-1.70793, 1.86518, 0.14098)  0.516
H (-2.88527, 2.34884, 2.37511)  0.242
H (-2.31515, 2.71193, 4.75049)  0.236
H (-0.26025, 1.71010, 5.74495)  0.229
H (1.76856, 0.29573, 5.49345)  0.238
H (3.19619, -1.15871, 4.03689)  0.243
H (2.53183, -1.50822, 1.65027)  0.178